Entry 1:
Below is a molecular structure, C39H39AsN11S2Y, with properties calculated with the ωB97M-V functional and the def2-TZVPD basis.

Structure (XYZ):
```
93
Properties=species:S:1:pos:R:3:forces:R:3
Y -0.319 -0.886 -0.020 0.1 -0.3 -0.5
S -1.817 -1.313 2.081 -0.1 0.1 0.1
C -1.341 -0.353 3.500 -0.1 0.0 0.0
C -1.773 -0.809 4.749 0.0 0.0 0.0
C -1.546 -0.065 5.891 0.0 0.0 0.0
C -0.896 1.162 5.822 0.0 0.0 0.0
C -0.452 1.622 4.596 0.0 0.0 0.1
C -0.648 0.862 3.444 -0.1 0.0 0.0
As -0.040 1.479 1.730 0.1 0.2 0.0
C -0.894 3.211 1.554 0.0 0.0 0.0
C -0.204 4.406 1.387 0.1 -0.1 0.0
C -0.905 5.597 1.244 0.0 0.0 0.0
C -2.290 5.600 1.273 -0.1 0.0 0.0
C -2.982 4.410 1.454 0.0 0.0 0.0
C -2.288 3.219 1.591 0.0 -0.1 0.1
C 1.855 1.832 1.990 -0.1 0.1 0.1
C 2.513 1.507 3.175 0.0 0.0 0.1
C 3.892 1.649 3.273 0.0 0.0 0.0
C 4.625 2.119 2.195 0.0 0.0 0.0
C 3.976 2.446 1.012 0.0 0.0 0.0
C 2.602 2.294 0.908 0.0 0.0 -0.1
H -2.310 -1.745 4.812 0.0 0.0 0.0
H -1.898 -0.436 6.845 0.0 0.0 0.0
H -0.746 1.754 6.714 0.0 0.0 0.0
H 0.047 2.583 4.532 0.0 0.0 0.0
H 0.879 4.428 1.388 0.0 0.0 0.0
H -0.364 6.526 1.127 0.0 0.0 0.0
H -2.832 6.531 1.174 0.0 0.0 0.0
H -4.063 4.413 1.506 0.0 0.0 0.0
H -2.837 2.297 1.767 0.0 0.0 0.0
H 1.951 1.161 4.035 0.0 0.0 -0.1
H 4.388 1.416 4.207 0.0 0.0 0.0
H 5.696 2.244 2.279 0.0 0.0 0.0
H 4.540 2.825 0.171 0.0 0.0 0.0
H 2.115 2.545 -0.031 0.0 0.0 0.1
C 1.263 -5.059 -2.579 0.0 0.0 0.0
N 1.918 -4.791 -1.306 0.0 0.1 0.0
C 2.712 -5.860 -0.712 0.1 -0.1 0.1
C 1.698 -3.618 -0.679 0.0 -0.1 0.0
N 0.809 -2.745 -1.034 -0.1 0.1 0.0
N 2.535 -3.379 0.401 0.1 -0.1 0.0
C 2.525 -2.318 1.283 0.0 0.1 0.1
N 3.568 -2.323 2.146 -0.1 0.0 -0.1
N 1.617 -1.401 1.267 0.1 0.0 0.0
H 1.837 -5.814 -3.109 0.0 0.0 0.0
H 1.255 -4.161 -3.199 0.0 0.0 0.0
H 0.241 -5.424 -2.449 0.0 0.0 0.0
H 2.469 -6.789 -1.218 0.0 0.0 0.0
H 2.467 -5.993 0.342 0.0 0.0 0.0
H 3.787 -5.692 -0.832 0.0 0.0 0.0
H 0.236 -3.102 -1.790 0.0 0.0 0.0
H 3.315 -4.007 0.492 0.0 0.0 0.0
H 4.172 -3.117 2.261 0.0 0.0 0.0
H 3.606 -1.611 2.857 0.0 0.0 0.0
H 1.791 -0.736 2.018 0.0 0.0 0.0
S 0.313 4.812 -5.616 0.0 -0.2 0.0
N 1.418 3.779 -5.063 0.1 0.1 0.0
C 0.830 3.053 -4.125 -0.1 0.1 -0.1
C 1.466 2.022 -3.339 0.0 -0.2 0.2
C 2.823 1.706 -3.443 0.0 -0.1 0.1
C 3.342 0.738 -2.611 0.0 0.0 0.0
C 2.496 0.108 -1.702 0.0 0.0 0.0
N 1.201 0.383 -1.599 0.0 0.0 0.0
C 0.683 1.330 -2.404 0.1 0.2 -0.1
C -0.734 1.662 -2.220 -0.1 0.2 -0.1
N -1.415 0.957 -1.297 -0.2 0.0 0.0
C -2.669 1.311 -1.022 0.0 0.0 0.0
C -3.326 2.353 -1.673 0.1 0.0 0.0
C -2.655 3.050 -2.654 0.0 -0.1 0.1
C -1.331 2.709 -2.936 0.0 -0.2 0.2
C -0.528 3.394 -3.923 0.1 0.0 -0.1
N -0.945 4.370 -4.713 0.0 0.1 0.0
H 3.439 2.230 -4.160 0.0 0.0 0.0
H 4.387 0.470 -2.647 0.0 0.0 0.0
H 2.876 -0.643 -1.021 0.0 0.0 0.0
H -3.168 0.732 -0.250 0.0 0.0 0.0
H -4.342 2.599 -1.401 0.0 0.0 0.0
H -3.125 3.860 -3.195 0.0 0.0 0.0
C -5.118 -2.227 -3.214 0.0 0.0 0.0
C -3.984 -2.561 -2.315 0.1 0.0 0.1
C -3.697 -3.695 -1.583 0.0 0.1 0.1
C -2.516 -3.415 -0.885 0.0 -0.1 -0.1
N -2.064 -2.196 -1.197 -0.3 0.3 0.1
N -2.998 -1.687 -2.046 0.1 -0.2 -0.1
C -1.810 -4.314 0.072 0.0 -0.1 0.1
H -5.571 -3.137 -3.598 0.0 0.0 0.0
H -4.789 -1.626 -4.061 0.0 0.0 0.0
H -5.886 -1.672 -2.674 0.0 0.0 0.0
H -4.283 -4.594 -1.529 0.0 0.0 0.0
H -2.859 -0.777 -2.452 0.0 0.0 0.0
H -2.530 -4.979 0.544 0.0 0.0 0.0
H -1.307 -3.758 0.865 0.0 0.0 0.0
H -1.078 -4.936 -0.446 0.0 0.0 0.0
```
Positions in Å, forces in eV/Å.

Values from the calculation:
Relative energy (zero: lowest compared OMol25 entry of this formula, charge and spin) (kcal per mole): 2.1
Spin multiplicity: 1
Net charge: +2

Here are the Mulliken charges for atoms 1 to 2, given in e: 0.1901, -0.4806



Entry 2:
Below is a molecular structure, C13H19ClF4NNbO15P in a non-equilibrium geometry, with properties calculated with the ωB97M-V functional and the def2-TZVPD basis.

Structure (XYZ):
```
55
Properties=species:S:1:pos:R:3:forces:R:3
O 3.765 3.284 -0.543 -0.2 0.3 0.4
N 3.052 3.460 -1.460 0.2 -0.8 -0.4
O 1.954 2.587 -1.501 -0.4 0.8 -0.1
C 1.069 2.685 -0.322 0.2 0.7 0.4
Nb -1.155 2.501 -0.874 0.6 -1.4 -1.7
P -1.079 5.110 -1.124 0.1 -0.4 0.1
O -1.324 5.791 0.366 0.2 0.4 -0.1
Cl -2.641 5.878 -2.280 -0.2 0.0 0.2
H 1.358 1.916 0.393 -0.2 -0.1 0.0
H 1.276 3.644 0.160 0.2 0.0 0.1
H -1.451 2.723 0.945 0.2 0.1 0.2
H -2.939 2.761 -1.093 0.2 0.7 0.3
H -0.852 2.205 -2.673 0.1 0.0 -0.2
H -1.364 0.719 -0.599 -0.4 0.2 0.5
H -1.189 5.072 0.993 -0.4 -0.2 0.2
C 4.282 0.778 2.001 0.1 0.0 0.0
C 4.384 -0.374 2.985 -0.1 0.2 0.0
O 3.049 -0.509 3.432 0.0 -0.2 -0.2
C 2.228 -0.065 2.419 0.2 0.1 0.0
O 1.069 -0.275 2.349 -0.1 -0.1 0.2
O 2.952 0.620 1.514 0.1 0.0 0.0
F 5.183 -0.089 4.043 0.0 0.0 0.0
H 4.378 1.737 2.511 0.0 0.0 0.1
H 4.993 0.727 1.183 -0.1 -0.1 -0.1
H 4.712 -1.318 2.547 0.1 0.0 0.1
C 1.548 0.552 -4.928 0.1 0.0 0.0
C 1.890 -0.915 -5.114 -0.1 0.1 0.2
O 1.158 -1.529 -4.084 -0.2 -0.1 -0.1
C 0.068 -0.727 -3.804 0.3 0.4 0.1
O -0.857 -1.051 -3.151 -0.2 -0.3 0.0
O 0.235 0.477 -4.388 -0.1 -0.1 -0.2
F 3.216 -1.174 -4.944 0.0 0.0 0.1
H 2.215 1.024 -4.205 0.0 -0.1 0.0
H 1.548 1.121 -5.853 -0.2 0.0 0.0
H 1.581 -1.334 -6.074 0.1 0.0 -0.1
C -5.277 -1.392 -2.910 0.0 0.0 -0.1
C -6.183 -1.757 -1.748 0.2 0.0 0.0
O -5.443 -1.326 -0.639 -0.1 0.3 0.1
C -4.627 -0.283 -1.047 0.1 -0.3 -0.4
O -4.056 0.454 -0.339 -0.2 -0.1 0.4
O -4.597 -0.251 -2.409 -0.1 0.0 0.1
F -6.400 -3.100 -1.659 0.0 0.0 0.0
H -4.562 -2.193 -3.107 0.0 -0.1 0.1
H -5.814 -1.146 -3.821 0.0 0.1 0.0
H -7.152 -1.254 -1.754 -0.1 -0.1 0.0
C 0.926 -2.718 4.691 0.0 0.0 -0.2
C 1.092 -4.219 4.571 0.0 0.1 0.2
O 0.429 -4.693 5.725 -0.2 -0.1 -0.1
C -0.530 -3.775 6.063 0.2 0.1 0.0
O -1.410 -3.979 6.826 0.0 0.0 0.1
O -0.321 -2.623 5.395 0.1 0.0 0.0
F 2.393 -4.608 4.613 0.0 0.0 0.1
H 1.721 -2.281 5.296 0.1 -0.1 0.0
H 0.873 -2.206 3.736 -0.2 0.1 0.0
H 0.627 -4.659 3.688 0.1 0.0 -0.1
```
Positions in Å, forces in eV/Å.

Values from the calculation:
Spin multiplicity: 1
Net charge: -1

Here are the natural (NBO) charges for atoms 1 to 2, given in e: -0.3157, 0.3886



no.,E_tot (eV),HOMO level (eV)
1,-141014.26826,-12.04
2,-80215.83411,-3.80